*w*
Here is a molecular structure, C4H6IN2O from the OMol25 dataset. Energies are from ωB97M-V/def2-TZVPD.

Last column: Mulliken charge in e.
Atoms and positions in Å:
C 0.200 -0.178 0.011  -0.882
C -1.019 0.703 -0.178  -0.483
C 1.365 -0.639 0.212  0.904
C -2.176 0.012 0.407  0.770
N -1.913 -1.037 1.141  -0.555
N 2.353 -1.369 0.523  -0.427
O -3.407 0.397 0.519  -0.487
I -3.433 -1.862 2.141  0.284
H -0.966 -1.308 1.382  0.321
H -1.120 1.134 -1.178  0.407
H -0.901 1.603 0.519  0.304
H 2.589 -2.263 0.257  0.218
H 3.183 -0.937 0.899  0.258
H -3.582 1.319 0.188  0.367

The spin multiplicity is 1. The HOMO-LUMO gap comes out at 0.30516 hartree. As for the lowest unoccupied orbital energy: -0.14914 Ha. The total charge is +1.

=====

*x*
Here is a molecular structure, C4H6IN2O from the OMol25 dataset. Energies are from ωB97M-V/def2-TZVPD.

Last column: Mulliken charge in e.
Atoms and positions in Å:
C 2.056 1.714 -0.047  0.330
C 0.293 0.119 0.004  0.590
C 2.673 0.665 0.807  -0.231
C -0.828 -0.526 -0.616  -1.058
N 0.794 1.354 -0.411  -0.059
N 1.166 -0.444 0.798  -0.208
O 2.514 2.765 -0.422  -0.488
I 4.258 -0.393 -0.101  0.321
H 2.916 0.864 1.863  0.409
H -0.571 -1.366 -1.278  0.316
H -1.340 0.302 -1.007  0.338
H -1.556 -0.899 0.133  0.379
H 0.412 1.962 -1.070  0.178
H 1.050 -1.320 1.236  0.181

The spin multiplicity is 1. The HOMO-LUMO gap comes out at 0.34229 hartree. As for the lowest unoccupied orbital energy: -0.17984 Ha. The total charge is +1.

=====

Relative energy table, unit kJ/mol: *w* 191.2; *x* 0.0

=====

*w*
Here is 2 unconnected molecules or ions with the total composition CH2N2O4 from the OMol25 dataset. Energies are from ωB97M-V/def2-TZVPD.

Last column: Mulliken charge in e.
Atoms and positions in Å:
C -0.576 0.648 -0.141  0.445
N 1.102 -0.640 -0.029  -0.353
N -1.604 -0.320 -0.026  0.903
O -1.680 -0.697 1.135  -0.481
O -0.373 1.785 0.000  -0.297
O -2.178 -0.752 -0.991  -0.517
O 2.088 0.305 0.012  -0.330
H 1.000 -0.962 0.934  0.281
H 2.221 0.633 -0.896  0.350

The spin multiplicity is 1. The HOMO-LUMO gap (alpha / beta) comes out at 0.29383 / 0.29425 hartree. As for the lowest unoccupied orbital energy (alpha / beta): -0.04707 / -0.04715 Ha.

=====

*x*
Here is a single CH2N2O4 molecule from the OMol25 dataset. Energies are from ωB97M-V/def2-TZVPD.

Last column: Mulliken charge in e.
Atoms and positions in Å:
O -0.188 1.485 -0.751  -0.377
C -0.303 0.381 -0.315  0.407
N 0.919 -0.319 0.484  -0.230
O 2.075 0.360 0.146  -0.382
N -1.618 -0.361 -0.200  0.959
O -1.757 -1.355 -0.837  -0.510
O -2.368 -0.039 0.671  -0.517
H 1.050 -1.337 0.144  0.301
H 2.189 1.187 0.658  0.348

As for the SMILES: O=C(NO)[N+](=O)[O-]. The spin multiplicity is 1. The HOMO-LUMO gap comes out at 0.37083 hartree. As for the lowest unoccupied orbital energy: -0.01778 Ha.

=====

Relative energy table, unit kJ/mol: *w* 184.3; *x* 0.0

=====

*w*
Here is 11 unconnected molecules or ions with the total composition F6H20O10P from the OMol25 dataset. Energies are from ωB97M-V/def2-TZVPD.

Last column: Mulliken charge in e.
Atoms and positions in Å:
P -0.333 0.042 0.003  1.306
F 0.453 -1.297 -0.428  -0.330
F 0.802 0.299 1.131  -0.329
F 0.559 0.878 -1.051  -0.252
F -1.126 1.329 0.559  -0.362
F -1.505 -0.099 -1.142  -0.494
F -1.266 -0.878 0.968  -0.419
O -1.428 3.054 -1.716  -0.687
H -0.726 3.283 -2.334  0.290
H -1.138 2.216 -1.335  0.375
O 3.415 -0.194 -1.142  -0.718
H 3.394 -1.107 -1.442  0.313
H 2.536 -0.053 -0.770  0.346
O -0.970 -0.797 -3.836  -0.672
H -1.260 -0.631 -2.929  0.378
H -0.228 -0.198 -3.955  0.312
O -2.043 0.573 3.593  -0.690
H -2.336 0.110 2.800  0.302
H -2.076 1.503 3.347  0.342
O 1.361 -4.785 -0.946  -0.647
H 0.582 -4.248 -0.752  0.316
H 1.983 -4.559 -0.249  0.314
O -1.152 -3.958 0.740  -0.691
H -0.690 -3.112 0.790  0.364
H -2.070 -3.735 0.911  0.302
O -4.184 0.788 -1.073  -0.674
H -4.640 -0.057 -1.040  0.301
H -3.246 0.556 -1.025  0.367
O 2.961 1.290 2.699  -0.695
H 3.845 0.919 2.756  0.301
H 2.635 1.009 1.834  0.389
O 0.749 -0.050 3.944  -0.669
H 1.348 0.280 3.262  0.373
H -0.100 0.357 3.719  0.357
O 1.693 3.801 -2.242  -0.619
H 2.642 3.925 -2.326  0.291
H 1.561 3.548 -1.322  0.310

The spin multiplicity is 1. The HOMO-LUMO gap comes out at 0.37613 hartree. As for the lowest unoccupied orbital energy: 0.09733 Ha. The total charge is -1.

=====

*x*
Here is 11 unconnected molecules or ions with the total composition F6H20O10P from the OMol25 dataset. Energies are from ωB97M-V/def2-TZVPD.

Last column: Mulliken charge in e.
Atoms and positions in Å:
P 12.973 -21.530 -3.170  1.610
F 13.282 -23.103 -3.451  -0.447
F 11.701 -21.734 -4.150  -0.431
F 11.977 -21.854 -1.890  -0.413
F 12.559 -19.982 -2.982  -0.340
F 14.231 -21.473 -2.186  -0.343
F 13.904 -21.129 -4.409  -0.616
O 14.705 -18.631 -5.001  -0.673
H 15.441 -18.891 -5.561  0.273
H 14.342 -19.475 -4.670  0.493
O 10.068 -24.034 -1.479  -0.665
H 10.842 -23.470 -1.620  0.357
H 9.649 -23.676 -0.691  0.290
O 15.025 -25.791 -2.348  -0.689
H 14.577 -26.048 -3.177  0.411
H 14.675 -24.919 -2.151  0.313
O 10.524 -19.306 -6.296  -0.647
H 10.157 -19.542 -5.420  0.358
H 11.012 -18.493 -6.143  0.298
O 9.489 -19.967 -3.806  -0.743
H 9.170 -19.563 -2.994  0.322
H 10.241 -20.512 -3.527  0.331
O 13.874 -17.754 -1.488  -0.657
H 14.752 -17.747 -1.096  0.292
H 13.794 -18.626 -1.891  0.334
O 13.721 -25.983 -4.885  -0.762
H 13.079 -26.685 -4.739  0.309
H 13.161 -25.177 -5.071  0.431
O 12.086 -21.373 1.011  -0.665
H 12.016 -21.493 0.053  0.371
H 11.813 -22.218 1.381  0.300
O 11.991 -24.103 -5.700  -0.752
H 12.227 -23.423 -5.032  0.433
H 11.959 -23.612 -6.527  0.313
O 16.701 -21.795 -5.474  -0.571
H 16.175 -21.531 -6.236  0.302
H 17.614 -21.725 -5.770  0.273

The spin multiplicity is 1. The HOMO-LUMO gap comes out at 0.38912 hartree. As for the lowest unoccupied orbital energy: 0.09902 Ha. The total charge is -1.

=====

Relative energy table, unit kJ/mol: *w* 0.0; *x* 5.8

=====

*w*
Here is 2 unconnected molecules or ions with the total composition C4H4FNS2 from the OMol25 dataset. Energies are from ωB97M-V/def2-TZVPD.

Last column: Mulliken charge in e.
Atoms and positions in Å:
C -0.765 -0.398 0.085  -0.232
C 0.111 -0.642 -1.088  -0.001
C 0.599 0.419 -0.137  -0.092
C 1.581 -0.205 0.591  0.370
H -3.023 -0.546 1.724  0.158
H -0.248 -0.980 0.977  0.379
H -0.181 -0.336 -2.062  0.408
H 0.345 2.660 0.448  0.145
N 2.411 -0.596 1.283  -0.462
F 0.755 -1.781 -1.299  -0.274
S -2.456 0.270 0.101  -0.224
S 0.871 2.135 -0.622  -0.174

The spin multiplicity is 1. The HOMO-LUMO gap comes out at 0.30680 hartree. As for the lowest unoccupied orbital energy: -0.05058 Ha.

=====

*x*
Here is a single C4H4FNS2 molecule from the OMol25 dataset. Energies are from ωB97M-V/def2-TZVPD.

Last column: Mulliken charge in e.
Atoms and positions in Å:
F 2.591 -0.019 0.214  -0.235
C 1.325 -0.294 0.091  0.124
N 0.734 -1.558 0.006  -0.183
C -0.681 -1.254 -0.113  -0.484
C -0.892 0.072 -0.150  0.177
S -2.490 0.742 0.041  -0.246
C 0.342 0.747 -0.214  0.002
S 0.895 2.434 0.038  -0.199
H 1.130 -2.631 -0.383  0.370
H -1.433 -1.974 0.144  0.406
H -2.429 0.982 1.530  0.149
H 0.908 2.755 -1.202  0.120

As for the SMILES: Fc1[nH]cc(S)c1S. The spin multiplicity is 1. The HOMO-LUMO gap comes out at 0.32385 hartree. As for the lowest unoccupied orbital energy: 0.01517 Ha.

=====

Relative energy table, unit kJ/mol: *w* 218.1; *x* 0.0